(1)
DFT (ωB97M-V/def2-TZVPD) results for C45H37AsF5IrN2O2P as an isolated structure.

```
94
Properties=species:S:1:pos:R:3:lowdin_charge:R:1
Ir -1.3994 1.6380 -0.1219 1.251
F -0.1183 2.9185 4.9286 0.089
C -0.9634 2.2991 4.0959 -0.268
C -0.7275 2.3630 2.7389 -0.036
C -1.5781 1.6908 1.8626 -0.277
C -2.6555 0.9528 2.3943 -0.127
C -2.8594 0.9584 3.7737 -0.206
F -3.8986 0.2736 4.2823 0.085
C -2.0342 1.6175 4.6503 0.081
C -3.3749 0.1452 1.4186 -0.208
C -4.3504 -0.8187 1.6611 0.018
C -4.8299 -1.5753 0.6117 -0.025
C -4.3454 -1.3511 -0.6708 -0.032
C -3.3912 -0.3824 -0.8676 -0.091
N -2.9158 0.3559 0.1565 -0.077
H 0.1217 2.9331 2.3814 0.115
H -2.2110 1.5968 5.7156 0.141
H -4.6985 -0.9796 2.6679 0.118
H -5.5687 -2.3447 0.7934 0.121
H -4.6949 -1.9225 -1.5188 0.118
H -2.9890 -0.1631 -1.8451 0.107
F -4.2002 8.0738 -0.5944 0.159
C -4.9517 6.9886 -0.3903 -0.591
F -5.8375 6.8997 -1.3921 0.162
F -5.6387 7.1647 0.7463 0.165
C -4.1143 5.7321 -0.3121 -0.082
C -4.7487 4.5063 -0.1829 0.039
C -3.9717 3.3716 -0.1093 -0.066
N -2.6316 3.4105 -0.1605 -0.054
C -2.0257 4.5953 -0.2886 -0.075
C -2.7361 5.7812 -0.3626 0.046
H -5.8267 4.4329 -0.1419 0.138
H -4.4208 2.3934 -0.0042 0.116
H -0.9471 4.5830 -0.3405 0.115
H -2.2111 6.7200 -0.4602 0.133
C 1.9805 0.9584 0.0194 -0.361
C 3.1590 0.0515 -0.3726 -0.412
As 3.6902 -1.3816 0.8769 1.318
C 2.7441 -2.8781 0.0488 -0.399
C 2.0388 -3.7453 0.8751 -0.128
C 1.3749 -4.8441 0.3384 -0.081
C 1.4325 -5.0887 -1.0251 -0.088
C 2.1640 -4.2426 -1.8524 -0.091
C 2.8140 -3.1426 -1.3174 -0.108
C 5.4393 -1.7805 0.1003 -0.409
C 6.1258 -2.8435 0.6849 -0.129
C 7.3437 -3.2654 0.1760 -0.080
C 7.8998 -2.6208 -0.9214 -0.084
C 7.2324 -1.5543 -1.5013 -0.083
C 6.0087 -1.1339 -0.9912 -0.116
P 0.3308 0.1933 0.0791 0.961
C 0.2986 -0.8511 -1.4399 -0.310
C -0.3557 -2.0754 -1.5491 -0.090
C -0.4658 -2.7154 -2.7761 -0.077
C 0.0813 -2.1511 -3.9165 -0.066
C 0.7465 -0.9377 -3.8202 -0.060
C 0.8447 -0.2912 -2.5979 -0.123
C 0.1765 -0.8878 1.5316 -0.335
C -0.8934 -1.7803 1.6562 -0.109
C -1.1228 -2.4520 2.8430 -0.061
C -0.3070 -2.2242 3.9452 -0.061
C 0.7307 -1.3140 3.8493 -0.061
C 0.9627 -0.6439 2.6539 -0.137
H 1.8873 1.7634 -0.7146 0.070
H 2.1567 1.4674 0.9709 0.083
H 4.0337 0.7005 -0.4330 0.065
H 2.9989 -0.3660 -1.3647 0.044
H 2.0080 -3.5666 1.9451 0.092
H 0.8237 -5.5123 0.9885 0.105
H 0.9187 -5.9447 -1.4446 0.106
H 2.2301 -4.4449 -2.9143 0.110
H 3.3994 -2.5020 -1.9689 0.105
H 5.7043 -3.3519 1.5455 0.097
H 7.8627 -4.0951 0.6387 0.106
H 8.8526 -2.9467 -1.3180 0.105
H 7.6606 -1.0461 -2.3561 0.105
H 5.5117 -0.2990 -1.4679 0.083
H -0.7549 -2.5748 -0.6829 0.084
H -0.9728 -3.6706 -2.8312 0.115
H -0.0037 -2.6537 -4.8711 0.112
H 1.1901 -0.4884 -4.7002 0.111
H 1.3443 0.6698 -2.5607 0.103
H -1.5702 -1.9532 0.8331 0.083
H -1.9500 -3.1475 2.9114 0.113
H -0.4908 -2.7462 4.8754 0.112
H 1.3605 -1.1088 4.7050 0.115
H 1.7629 0.0808 2.6240 0.076
C -0.5351 2.8757 -3.9180 0.033
C -0.8439 2.3770 -2.5487 -0.675
O -0.1388 2.7690 -1.5434 -0.164
O -1.7818 1.5644 -2.3222 -0.097
H 0.1550 3.7136 -3.8851 0.093
H -1.4596 3.1623 -4.4165 0.099
H -0.0898 2.0586 -4.4880 0.088
```

- HOMO-LUMO gap (eV) = 7.622
- max |F| (eV Å⁻¹) = 1.89
- total energy (eV) = -140892.581
- energy relative to the best compared isomer or geometry (same formula, charge and spin) (eV) = 0.597
- charge = +1
- LUMO (eV) = -2.850



(2)
DFT (ωB97M-V/def2-TZVPD) results for C45H37N3O6S3SeTeW as an isolated structure.

```
97
Properties=species:S:1:pos:R:3:mulliken_spin:R:1
W 0.6808 -0.3213 0.0779 1.426
S -0.8023 0.4138 2.2658 -0.033
C -0.0246 1.6452 3.1699 0.019
N 0.5400 2.7401 2.7715 -0.001
C 0.9912 3.5062 3.8225 0.001
C 1.6322 4.7388 3.6887 -0.001
C 2.0411 5.4187 4.8219 0.000
C 1.8189 4.8890 6.0962 0.000
C 1.1753 3.6703 6.2479 0.000
C 0.7636 2.9843 5.1114 0.000
S -0.0466 1.4605 4.9515 0.002
H 1.8101 5.1272 2.6939 0.000
H 2.5470 6.3723 4.7209 0.000
H 2.1514 5.4329 6.9730 0.000
H 1.0007 3.2582 7.2353 0.000
O -3.6294 -1.0673 -0.1314 0.000
S -2.4084 -0.6454 -0.7759 0.046
O -1.9742 0.7182 -0.6134 0.028
N -1.1299 -1.5223 -0.3124 0.027
C -1.0218 -2.8362 -0.7350 0.019
C -2.0566 -3.6742 -1.1036 0.038
C -1.7857 -4.9845 -1.5362 -0.019
C -0.5089 -5.4740 -1.5966 0.030
C 0.5699 -4.6476 -1.2065 -0.014
C 1.9196 -5.0571 -1.2338 0.038
C 2.8909 -4.1860 -0.8397 -0.021
C 2.5293 -2.9083 -0.3895 0.016
N 1.2821 -2.4925 -0.3364 -0.011
C 0.3044 -3.3383 -0.7689 -0.034
C -2.6792 -0.9044 -2.5234 0.008
C -3.9945 -0.8898 -2.9689 0.001
C -4.2538 -0.9681 -4.3289 -0.001
C -3.2027 -1.0684 -5.2319 0.000
C -1.8929 -1.0866 -4.7722 0.002
C -1.6214 -0.9983 -3.4144 -0.015
H -3.0780 -3.3234 -1.0485 0.003
H -2.6182 -5.6145 -1.8280 -0.001
H -0.3070 -6.4836 -1.9349 0.001
H 2.1629 -6.0573 -1.5747 0.001
H 3.9386 -4.4507 -0.8657 0.001
H 3.2803 -2.2101 -0.0540 0.015
H -4.7963 -0.8178 -2.2454 0.001
H -5.2778 -0.9487 -4.6838 0.000
H -3.4061 -1.1274 -6.2952 0.000
H -1.0674 -1.1553 -5.4699 0.000
H -0.5983 -0.9730 -3.0488 0.013
C 0.1228 -5.4511 2.7321 0.013
C 1.5036 -5.4062 2.8743 -0.002
C 2.1705 -4.1928 2.8091 0.011
C 1.4878 -2.9910 2.5764 0.006
C 0.0938 -3.0517 2.4754 0.044
C -0.5748 -4.2651 2.5458 0.012
C 2.2569 -1.7364 2.5103 0.059
C 2.0747 -0.6179 1.7571 -0.030
C 2.9873 0.5007 2.1641 0.053
C 3.6487 1.3374 1.2594 0.000
C 4.5102 2.3315 1.7019 0.002
C 4.7164 2.5425 3.0574 -0.007
C 4.0357 1.7533 3.9726 0.004
C 3.1848 0.7520 3.5301 -0.009
H -0.4030 -6.3984 2.7692 0.001
H 2.0640 -6.3219 3.0308 0.000
H 3.2509 -4.1651 2.9163 0.001
H -0.4605 -2.1335 2.3581 -0.057
H -1.6540 -4.2795 2.4437 0.001
H 3.1070 -1.7462 3.1941 -0.005
H 3.4907 1.2334 0.1969 0.005
H 5.0081 2.9561 0.9688 0.000
H 5.3677 3.3398 3.3982 -0.001
H 4.1379 1.9397 5.0361 0.000
H 2.6177 0.1759 4.2506 0.000
C -4.7761 2.8276 -4.5035 0.000
C -3.5626 2.9212 -3.6164 0.002
C -2.2912 2.7187 -4.1183 -0.001
C -1.1505 2.7962 -3.3124 -0.012
C 0.1724 2.5067 -3.9517 0.005
C -1.3000 3.0822 -1.9486 0.003
Te 0.3475 3.3207 -0.6037 0.043
C -2.5918 3.2934 -1.4223 0.000
C -2.8501 3.5421 0.0432 0.002
C -3.6933 3.2176 -2.2647 -0.001
H -4.5315 2.3418 -5.4492 0.000
H -5.1798 3.8199 -4.7256 0.000
H -5.5676 2.2489 -4.0215 0.000
H -2.1664 2.4702 -5.1683 0.000
H 0.1062 2.6015 -5.0378 0.000
H 0.4887 1.4933 -3.7081 0.000
H 0.9694 3.1424 -3.5730 0.000
H -2.3243 2.8125 0.6589 -0.002
H -3.9203 3.4671 0.2486 0.000
H -2.5103 4.5336 0.3494 0.000
H -4.6864 3.3531 -1.8444 0.000
O 0.8644 -0.3229 -1.9363 0.091
Se 2.6561 -0.1145 -1.9265 0.045
O 2.9585 1.3851 -2.5040 0.023
O 0.8252 1.5526 0.0361 0.104
O 3.1205 -1.2592 -3.0090 0.013
```

- HOMO-LUMO gap (alpha / beta) (eV) = 5.285 / 6.183
- max |F| (eV Å⁻¹) = 1.61
- total energy (eV) = -170993.414
- spin multiplicity = 3
- energy relative to the best compared isomer or geometry (same formula, charge and spin) (eV) = 0.833
- charge = -2
- LUMO (alpha / beta) (eV) = 4.095 / 4.093